# 1
Entry from the Open Molecules 2025 dataset: C14H25CoF9N3OSe2 as an isolated structure (the ωB97M-V functional and the def2-TZVPD basis).

Last column: natural (NBO) charge in e.
CARTESIAN COORDINATES (ANGSTROEM)
Co 0.137 0.443 -0.094  0.872
C 1.706 2.883 -0.443  -0.225
C 2.712 1.841 0.030  -0.248
N 2.155 0.464 0.016  -0.633
C 2.468 -0.299 1.248  -0.246
C 1.608 0.225 2.384  -0.248
N 0.223 0.489 1.903  -0.636
C -0.324 1.772 2.379  -0.228
C 0.317 2.930 1.615  -0.248
N 0.389 2.655 0.166  -0.671
H 2.107 3.877 -0.214  0.207
H 1.583 2.826 -1.525  0.206
H 3.612 1.900 -0.583  0.230
H 3.022 2.071 1.049  0.204
H 2.549 -0.051 -0.765  0.408
H 2.239 -1.337 1.036  0.253
H 3.528 -0.222 1.505  0.210
H 1.596 -0.485 3.209  0.242
H 2.016 1.159 2.773  0.198
H -0.368 -0.284 2.194  0.430
H -1.401 1.755 2.210  0.207
H -0.163 1.907 3.452  0.215
H -0.239 3.847 1.818  0.225
H 1.327 3.103 1.989  0.202
H -0.303 3.206 -0.324  0.393
C -0.393 1.714 -3.385  -0.796
Se 0.190 0.095 -2.475  0.444
C -1.452 -0.925 -2.684  -0.573
C -2.636 -0.296 -1.986  -0.560
Se -2.275 0.208 -0.119  0.470
C -3.129 1.957 -0.247  -0.805
H -0.797 1.428 -4.354  0.247
H 0.476 2.347 -3.546  0.239
H -1.143 2.248 -2.809  0.213
H -1.207 -1.897 -2.274  0.283
H -1.641 -1.022 -3.754  0.245
H -3.476 -0.988 -1.979  0.258
H -2.950 0.623 -2.479  0.223
H -4.181 1.816 -0.483  0.247
H -2.658 2.567 -1.015  0.209
H -3.055 2.453 0.719  0.232
F 1.182 -4.948 -0.326  -0.304
C 0.804 -3.723 -0.681  0.962
F 1.916 -2.975 -0.820  -0.331
F 0.241 -3.797 -1.898  -0.324
C -0.173 -3.032 0.320  0.039
O -0.256 -1.727 0.055  -0.932
C 0.334 -3.326 1.781  0.960
F -0.174 -2.413 2.634  -0.338
F 0.006 -4.528 2.239  -0.299
F 1.672 -3.216 1.873  -0.329
C -1.589 -3.696 0.198  0.957
F -2.343 -3.365 1.255  -0.317
F -2.235 -3.235 -0.886  -0.331
F -1.556 -5.024 0.102  -0.305

The value obtained for the total energy is -214215.035 eV. As for the expectation value of S²: 0.761. As for the multiplicity: 2. Its energy above the lowest of the compared OMol25 structures with the same formula, charge and spin is 0.000 eV. As for the total charge: +1. Its frontier orbital gap (spin up / spin down) is 8.828 / 9.565 eV. The calculation puts the HOMO energy (spin up / spin down) at -11.6208 / -12.0606 eV. As for the LUMO energy (spin up / spin down): -0.1026 / -0.0917 Ha.

***

# 2
Entry from the Open Molecules 2025 dataset: a 9-piece molecular cluster, BF4H16O8 overall in a non-equilibrium geometry (the ωB97M-V functional and the def2-TZVPD basis).

Last column: natural (NBO) charge in e.
CARTESIAN COORDINATES (ANGSTROEM)
B 0.235 0.251 -1.260  1.311
F 0.674 1.284 -2.073  -0.580
F 0.051 0.599 0.028  -0.568
F -1.030 -0.107 -1.687  -0.590
F 1.085 -0.801 -1.369  -0.572
O -1.095 -1.104 -5.561  -0.950
H -1.905 -1.614 -5.549  0.458
H -0.967 -0.834 -4.652  0.491
O -4.823 3.123 0.257  -0.946
H -4.112 2.509 0.075  0.481
H -5.378 2.666 0.890  0.465
O -0.832 -5.586 -1.816  -0.942
H -1.060 -5.670 -2.741  0.464
H -0.275 -4.808 -1.775  0.479
O -1.404 4.104 2.547  -0.947
H -1.035 3.534 1.872  0.481
H -2.184 4.483 2.140  0.465
O -1.877 -0.972 5.707  -0.938
H -1.518 -0.714 6.556  0.460
H -1.108 -1.108 5.153  0.478
O 2.365 4.674 -0.250  -0.943
H 1.926 3.984 -0.748  0.485
H 2.419 5.411 -0.858  0.458
O 6.509 -0.768 -1.168  -0.939
H 6.814 -1.654 -0.972  0.461
H 5.554 -0.832 -1.145  0.478
O 0.777 -3.249 3.110  -0.944
H 1.154 -4.106 2.911  0.463
H 1.043 -2.693 2.378  0.481

The value obtained for the total energy is -28194.587 eV. As for the multiplicity: 1. Its energy above the lowest of the compared OMol25 structures with the same formula, charge and spin is 1.821 eV. As for the total charge: -1. Its frontier orbital gap is 10.724 eV. The calculation puts the HOMO energy at -8.0610 eV. As for the LUMO energy: 0.0979 Ha.